A 14-piece molecular cluster, C56H103F15O28 overall at a distorted geometry. Source: the OMol25 dataset; level of theory: ωB97M-V with the def2-TZVPD basis set.

For the LUMO energy, the calculation gives 0.387 eV. The value obtained for the HOMO energy is -0.3482 hartree. For the orbital gap, the calculation gives 9.86 eV. Its total energy is -5799.99731 Eh. As for the multiplicity: 1.

Structure (XYZ):
```
202
Properties=species:S:1:pos:R:3:forces:R:3:mulliken_charge:R:1
C -18.49032 -16.10654 -18.85582 -0.18 -1.09 0.46 -0.317
O -19.29306 -17.29273 -19.18624 0.97 0.77 0.92 -0.474
C -19.03473 -18.42869 -18.32704 -0.86 0.91 0.29 -0.015
C -19.95525 -19.58921 -18.64731 -0.09 0.12 0.06 -0.835
O -21.34026 -19.36146 -18.32502 0.60 -0.76 -0.88 -0.369
C -22.15648 -20.47447 -18.75065 -0.16 0.82 0.60 -0.735
H -17.43181 -16.22026 -19.08978 -0.03 -0.18 -0.91 0.071
H -18.37564 -15.88347 -17.79507 -0.79 -0.42 0.60 0.232
H -18.92735 -15.20165 -19.27803 -0.02 -0.42 -0.52 0.366
H -19.21423 -18.18034 -17.28100 0.03 0.44 0.20 0.396
H -17.99452 -18.74764 -18.39286 0.13 -0.14 -0.22 0.104
H -19.64129 -20.43658 -18.03780 0.35 -0.19 0.04 0.431
H -19.75730 -19.83861 -19.68976 -0.60 -0.17 -0.36 0.362
H -23.12647 -20.32254 -18.27723 -0.03 0.13 -0.15 0.268
H -21.81920 -21.45029 -18.40119 0.52 0.00 0.10 0.311
H -22.29215 -20.51913 -19.83125 0.17 0.16 -0.12 0.290
C -15.88813 -19.17322 -20.54921 -0.24 -0.13 0.28 -0.635
O -15.41696 -20.52409 -20.49482 0.20 0.65 -0.86 -0.293
C -16.09363 -21.41330 -19.63611 0.81 0.41 0.30 -0.058
C -15.20091 -22.62536 -19.36501 -0.51 -0.78 -1.48 -0.843
O -15.19412 -23.67262 -20.36321 -1.05 -0.51 1.00 -0.403
C -14.91482 -23.27204 -21.65818 1.10 0.88 -0.71 -0.555
H -16.96392 -19.09112 -20.39417 -0.19 -0.23 0.10 0.282
H -15.70417 -18.67677 -21.50200 0.32 -0.55 -0.19 0.271
H -15.39527 -18.55761 -19.79673 0.09 -0.04 0.32 0.191
H -17.09101 -21.63844 -20.01379 -0.10 -0.34 -0.07 0.362
H -16.19409 -20.94601 -18.65650 -0.27 0.22 0.31 0.246
H -15.58685 -23.12119 -18.47433 0.33 0.02 0.08 0.338
H -14.16243 -22.30558 -19.27901 0.01 0.33 0.45 0.373
H -15.67730 -22.63606 -22.10790 -0.06 0.19 0.12 0.202
H -14.70561 -24.06934 -22.37137 -0.49 -0.70 0.56 0.300
H -13.95605 -22.75418 -21.63210 0.10 0.68 -0.24 0.233
C -14.83893 -11.09602 -16.03482 1.02 0.62 -0.78 0.540
O -14.50897 -11.91124 -17.15651 -0.92 -0.79 -0.23 0.214
C -15.66800 -12.67493 -17.50343 0.16 -0.25 0.90 0.191
C -15.49278 -13.59297 -18.65665 1.17 -0.31 -2.10 -0.836
O -14.46943 -14.58531 -18.54552 0.29 0.06 0.78 0.222
C -14.36705 -15.48162 -19.66033 -0.72 0.77 0.64 -0.065
H -14.12151 -10.27555 -16.05002 0.12 -0.02 0.18 -0.157
H -14.68583 -11.63736 -15.10122 -0.45 -0.03 0.15 -0.437
H -15.81353 -10.63282 -16.18874 -0.28 -0.29 0.47 0.460
H -16.48328 -11.98722 -17.72810 -0.19 0.04 -0.23 0.279
H -16.02148 -13.27712 -16.66647 0.13 -0.02 0.61 -0.560
H -15.25471 -12.95920 -19.51092 0.31 0.23 -0.43 -0.071
H -16.41524 -14.07419 -18.98162 -0.50 -0.06 0.52 0.283
H -14.05650 -14.93915 -20.55329 -0.15 -0.05 -0.14 0.042
H -15.34734 -15.94385 -19.77642 -0.02 -0.16 -0.51 -0.465
H -13.63463 -16.26396 -19.46133 0.04 0.25 0.29 0.160
C -12.83653 -14.05964 -14.28290 -1.02 0.77 1.02 0.182
O -11.85265 -13.55316 -15.10448 0.51 -0.61 -0.05 -0.278
C -11.63561 -14.29404 -16.26008 0.99 0.88 -1.56 -0.042
C -10.47016 -13.59183 -16.99213 0.63 -0.86 1.25 0.076
O -9.26662 -13.55739 -16.19671 -0.66 -0.77 0.41 -0.461
C -8.24807 -12.76601 -16.73080 0.15 0.01 0.27 -0.650
H -13.06904 -13.22802 -13.61772 -0.40 0.03 0.09 -0.443
H -12.57919 -14.87445 -13.60619 0.56 -0.46 -0.30 0.345
H -13.73170 -14.33621 -14.83994 -0.13 -0.03 -0.15 -0.041
H -12.48233 -14.31440 -16.94618 -0.56 0.88 -0.16 -0.260
H -11.51017 -15.37619 -16.22376 0.84 -0.26 1.21 0.480
H -10.67869 -12.53257 -17.14246 -0.60 -0.14 -0.76 -0.363
H -10.26718 -14.23638 -17.84738 -0.05 0.63 -0.76 0.614
H -7.86345 -13.16203 -17.67065 -0.04 0.05 -0.31 0.309
H -7.42197 -12.74555 -16.02000 -0.05 -0.20 0.08 0.285
H -8.55806 -11.72691 -16.84163 -0.20 0.23 -0.31 0.185
C -11.66743 -9.53085 -14.75407 -0.85 -0.21 0.54 -0.916
O -12.85510 -9.28521 -13.92591 1.20 -0.23 -0.28 -0.024
C -12.62470 -9.62519 -12.53989 -0.69 0.38 -0.10 -0.760
C -13.59807 -8.86556 -11.56536 2.82 0.70 -1.13 -0.499
O -13.14903 -7.48932 -11.74061 -0.89 -0.53 -0.60 -0.294
C -13.74832 -6.64900 -10.80942 -0.58 0.68 0.24 -1.001
H -11.43709 -10.59248 -14.84344 -0.22 -0.33 0.22 0.381
H -10.75625 -9.05646 -14.38965 -0.16 0.34 0.40 0.492
H -11.82804 -9.17835 -15.77291 -0.49 0.30 0.27 0.042
H -11.61334 -9.29678 -12.30027 0.04 0.04 0.29 0.469
H -12.68740 -10.70337 -12.39266 -0.11 -0.09 -0.05 0.175
H -13.27688 -9.08857 -10.54791 -0.31 -0.68 0.18 0.697
H -14.66603 -9.04338 -11.69159 -0.02 0.24 -0.26 0.220
H -14.83364 -6.74920 -10.82071 -0.26 -0.43 0.41 0.391
H -13.63907 -5.58988 -11.04272 0.66 -0.04 -0.37 0.259
H -13.32454 -6.80647 -9.81760 -0.22 -0.11 0.31 0.369
C -11.86310 -10.50282 -24.03026 0.53 -1.15 -0.63 -0.642
O -13.26571 -10.37099 -24.02711 0.19 0.21 0.32 -0.384
C -13.67503 -9.48461 -23.00398 0.27 0.92 -0.25 0.478
C -15.16859 -9.26326 -23.06527 -0.37 -1.82 -0.19 -0.326
O -15.78968 -10.55874 -23.20972 -0.06 1.02 -1.41 -0.438
C -15.84567 -11.34090 -22.07314 0.03 0.14 0.34 -0.669
H -11.48859 -10.96419 -23.11649 0.02 0.44 0.38 0.120
H -11.28285 -9.62643 -24.31899 -0.32 0.60 0.51 0.343
H -11.56768 -11.21251 -24.80303 -0.47 -0.23 -0.24 0.315
H -13.14779 -8.54102 -23.14453 -0.03 0.43 -0.08 0.372
H -13.37004 -9.78299 -22.00096 0.06 -0.66 0.13 -0.390
H -15.48826 -8.71152 -23.94929 0.17 0.05 0.05 0.247
H -15.54568 -8.79043 -22.15844 0.12 0.28 0.07 0.070
H -16.23944 -12.31116 -22.37586 -0.23 0.05 0.20 0.426
H -16.48334 -10.81147 -21.36520 -0.18 -0.48 0.55 0.349
H -14.86362 -11.50633 -21.63007 0.25 -0.04 0.21 0.133
O -17.61445 -6.04219 -12.03743 -0.40 -0.12 0.97 -0.637
C -16.91569 -6.57493 -12.84324 -0.69 0.83 -0.99 0.365
O -16.98275 -7.87838 -13.12309 -0.86 -0.98 0.55 -0.339
C -16.22317 -8.28203 -14.24291 2.32 0.95 -0.19 1.265
C -15.37113 -7.02526 -14.59258 -0.26 0.68 -0.84 0.104
C -15.94417 -5.84929 -13.72297 1.06 -1.79 -0.62 -0.342
H -16.78620 -8.69704 -15.07889 -0.48 0.33 0.42 -0.270
H -15.45525 -9.00012 -13.95527 -0.51 -0.55 0.33 -0.658
H -15.48228 -6.83104 -15.65936 -0.06 0.31 -0.02 0.051
H -14.30636 -7.21658 -14.45934 -0.13 0.03 0.41 0.056
H -16.39847 -5.06692 -14.33094 -0.08 -0.03 0.38 0.296
H -15.22764 -5.45494 -13.00244 0.23 0.33 -0.43 0.113
O -18.26893 -10.41687 -15.55797 -3.40 -2.33 -1.63 -0.567
C -19.22411 -11.03986 -16.11306 3.14 2.50 2.55 0.294
O -19.05876 -11.65241 -17.24532 1.03 -1.26 -1.53 -0.039
C -20.27249 -12.21656 -17.77514 0.01 0.40 -0.71 -0.349
C -21.36711 -11.49673 -17.00832 -1.14 -0.27 -0.01 -0.592
C -20.66090 -11.14039 -15.72496 -0.07 0.99 1.42 -0.529
H -20.33743 -13.29933 -17.66799 0.40 -0.03 0.48 0.189
H -20.19401 -12.03932 -18.84777 -0.40 0.20 0.05 0.309
H -22.22969 -12.14419 -16.85070 0.11 -0.13 0.10 0.341
H -21.79715 -10.61870 -17.49022 0.49 0.10 -0.25 0.268
H -20.80657 -11.83415 -14.89697 0.18 -0.43 -0.20 0.250
H -20.89991 -10.18617 -15.25544 -0.36 0.12 -0.31 0.367
O -15.42224 -16.46609 -22.73870 1.34 1.64 -1.09 -0.496
C -14.86980 -15.59893 -23.41191 -1.44 -1.74 1.30 0.184
O -15.58406 -14.82651 -24.25704 -0.43 -1.07 1.30 -0.394
C -14.75043 -14.02026 -25.01402 1.32 1.40 -0.98 -0.243
C -13.29325 -14.49830 -24.76142 -0.61 0.43 -2.80 -0.780
C -13.40465 -15.21087 -23.46673 0.10 0.05 -0.17 0.705
H -14.80981 -12.97434 -24.71298 -0.46 0.11 0.08 0.031
H -15.10150 -14.13052 -26.04002 0.35 0.22 -0.09 0.348
H -12.56184 -13.70374 -24.90917 -0.17 0.28 0.83 0.255
H -13.02827 -15.12508 -25.61291 -0.05 -0.71 0.22 0.318
H -13.21198 -14.45189 -22.70848 0.11 -0.57 0.59 -0.133
H -12.74562 -16.07906 -23.46368 -0.17 0.20 0.66 0.195
C -17.81682 -14.24437 -13.87251 -0.43 0.90 0.73 -1.117
C -16.50997 -13.54837 -13.52533 1.20 -0.66 -1.41 2.161
O -16.11047 -13.81219 -12.16451 0.62 0.67 1.99 -0.406
C -15.22465 -13.00869 -11.49485 -0.09 -0.08 -2.00 0.250
O -14.72330 -12.00309 -11.91814 -0.62 -0.24 0.17 -0.394
C -14.62237 -13.61777 -10.20282 -1.92 0.26 0.84 0.787
F -15.50856 -14.37914 -9.52915 0.06 -0.41 -0.45 -0.272
F -13.57928 -14.32111 -10.54081 1.00 -1.06 -0.41 -0.209
F -14.22997 -12.70824 -9.32304 0.13 0.72 -0.30 -0.262
H -18.58355 -13.47266 -13.80401 -0.43 -0.31 0.04 0.362
H -18.03992 -15.03887 -13.16040 0.03 -0.01 -0.07 0.356
H -17.84251 -14.65617 -14.88140 0.31 0.07 0.06 -0.006
H -16.46089 -12.50340 -13.83147 -0.31 0.17 0.66 -0.193
H -15.74913 -14.02429 -14.14398 0.32 0.01 0.12 -1.111
C -12.05170 -18.48978 -21.94697 1.00 0.57 0.26 -0.606
C -10.91633 -17.87711 -21.05504 -2.16 -0.74 -0.64 -0.177
O -10.19423 -16.91122 -21.82172 0.72 1.64 -0.74 -0.344
C -10.59812 -15.61466 -21.75530 -1.00 -0.51 2.33 0.221
O -11.52680 -15.26240 -21.03736 1.92 0.10 -1.76 -0.061
C -9.66047 -14.62395 -22.60963 -0.63 -2.11 0.07 0.801
F -9.72872 -13.36119 -22.23581 0.31 -0.41 0.40 -0.184
F -8.40858 -15.12504 -22.58588 -0.41 0.95 0.26 -0.250
F -10.07885 -14.69039 -23.87749 -0.13 0.08 -0.38 -0.253
H -12.55349 -19.30019 -21.41826 -0.12 0.13 0.01 0.328
H -11.57321 -18.89895 -22.83676 -0.01 -0.15 -0.02 0.366
H -12.75785 -17.73505 -22.29314 -0.15 -0.11 0.37 -0.166
H -10.28646 -18.72684 -20.79171 0.56 0.62 0.05 0.372
H -11.34569 -17.38901 -20.18011 0.21 -0.14 0.05 0.116
C -14.72910 -17.91490 -10.80233 1.53 1.09 1.26 -1.000
C -15.67774 -18.27554 -11.89804 0.04 -0.92 0.14 -0.136
O -15.11072 -17.87001 -13.16550 0.69 0.96 -0.50 -0.224
C -15.83980 -17.70153 -14.25283 -3.52 -1.64 1.26 0.188
O -17.04538 -17.96082 -14.35425 2.75 0.86 0.06 -0.630
C -15.04375 -17.20713 -15.44117 -0.58 1.29 -1.21 1.199
F -15.24064 -17.97829 -16.51273 -0.02 -0.23 0.18 -0.224
F -15.48864 -15.95748 -15.79010 0.07 -0.67 0.41 -0.242
F -13.76317 -17.11211 -15.20966 0.94 -0.10 0.18 -0.224
H -14.66917 -16.85068 -10.57439 -0.17 0.22 -0.48 0.025
H -13.69185 -18.22511 -10.92867 0.02 -0.08 -0.90 0.325
H -14.85773 -18.31877 -9.79812 -1.17 -0.53 -0.21 0.435
H -16.66284 -17.83332 -11.74930 0.02 -0.19 -0.25 0.303
H -15.69178 -19.36412 -11.95181 -0.67 -0.02 -0.04 0.293
C -12.33038 -10.86558 -19.19156 0.58 -0.54 -0.06 0.358
C -11.12507 -10.04068 -18.59577 -1.61 -2.65 -0.77 -0.286
O -11.04690 -8.76970 -19.15562 0.84 2.78 -2.44 -0.376
C -10.68271 -8.60100 -20.48541 -0.41 -3.21 0.40 0.457
O -10.37737 -9.54410 -21.21262 -0.51 2.58 1.40 -0.556
C -10.70711 -7.10458 -21.00447 -0.41 -1.37 2.19 0.722
F -11.30635 -7.01280 -22.17047 0.27 -0.02 -0.65 -0.197
F -11.33198 -6.29199 -20.15768 -0.52 0.12 0.22 -0.256
F -9.45203 -6.71828 -21.02083 0.98 0.41 -0.91 -0.261
H -12.49895 -11.76534 -18.59986 -0.10 0.23 0.41 -0.376
H -12.08472 -11.29502 -20.16281 0.48 0.31 -0.21 0.429
H -13.30254 -10.40327 -19.36265 0.15 0.58 0.62 -0.069
H -10.27117 -10.68348 -18.80973 0.44 0.43 -0.11 0.424
H -11.18963 -9.94070 -17.51229 -0.15 0.32 -0.26 0.013
C -15.53756 -5.55362 -22.77207 0.86 -0.60 0.08 -1.069
C -15.13921 -5.32803 -21.29637 -0.98 0.69 -1.73 -0.309
O -15.13886 -6.60985 -20.63781 -0.64 -0.32 0.47 -0.022
C -15.53210 -6.59778 -19.36011 1.27 2.03 0.95 -0.206
O -15.50456 -5.59802 -18.64826 -0.62 -2.49 -1.27 -0.587
C -15.85954 -8.01250 -18.76244 -1.70 0.09 0.65 1.143
F -14.84818 -8.40700 -17.99223 -0.19 0.09 -0.13 -0.091
F -16.99892 -7.88743 -18.02306 0.96 0.54 0.31 -0.262
F -16.20027 -9.00912 -19.58316 1.03 0.27 -0.86 -0.151
H -15.50698 -4.63366 -23.35589 -0.20 0.18 0.32 0.436
H -16.48112 -6.07328 -22.93866 -0.15 0.24 0.37 0.315
H -14.78208 -6.18580 -23.23865 0.12 -0.14 -0.02 0.162
H -15.88210 -4.66139 -20.85841 0.17 -0.21 0.43 0.367
H -14.17773 -4.81456 -21.29667 0.16 -0.43 0.52 0.275
```
Forces are in eV/Å.